{"formula": "C32H38BaFN6O5S5", "method": "ωB97M-V/def2-TZVPD", "orbital_gap_ev": 6.04, "e_tot_ev": -110559.5894, "total_charge": 1, "elements": ["C", "C", "S", "H", "H", "H", "C", "C", "H", "C", "H", "C", "N", "C", "S", "C", "H", "H", "H", "S", "H", "O", "H", "O", "N", "H", "C", "C", "C", "C", "C", "C", "H", "H", "N", "S", "H", "Ba", "C", "H", "H", "H", "C", "C", "C", "C", "C", "O", "H", "O", "C", "H", "H", "H", "C", "H", "H", "C", "H", "O", "F", "H", "H", "H", "H", "C", "C", "H", "H", "H", "C", "H", "C", "H", "C", "C", "H", "C", "C", "C", "N", "H", "S", "H", "N", "H", "N", "H"], "xyz": [[3.224477, 6.070342, -3.341824], [-2.967184, 0.304101, 0.921760], [-2.910495, 0.829109, -4.417054], [1.640816, 7.591771, -0.759665], [5.313529, -3.170536, 1.859312], [-2.798610, -1.269861, 2.945134], [0.110489, -2.511169, 1.988086], [-3.342626, 2.553078, -4.792619], [2.690859, -3.732546, 4.430773], [3.254077, 1.271513, 0.644175], [-5.351792, 2.876730, -4.056480], [-0.809555, -0.983805, 0.204920], [3.662780, 8.210327, -2.316960], [1.434997, 4.717552, -2.516752], [-4.737039, -0.111600, -1.802561], [1.867513, 6.841591, -1.504278], [5.083306, -7.028506, 3.466904], [-3.696375, 2.588624, -5.825449], [-6.282923, -0.689243, -3.569727], [0.511997, 3.206318, -2.425290], [4.425564, -5.638210, 5.224804], [-2.795767, 1.087044, -0.044522], [2.921331, -6.104643, 4.410783], [1.195947, 2.120708, -3.081473], [4.628174, -6.157867, 3.179507], [6.168846, -4.750721, 3.447596], [2.108159, 0.883612, 1.243546], [-5.570606, 2.623857, -1.391681], [-1.328681, -3.150148, 3.876431], [1.196405, 2.236749, -0.227234], [3.855044, -5.553231, 4.301325], [1.176380, -3.260166, 2.501492], [4.043781, 6.225637, -4.029448], [-1.118981, -5.255833, 4.577017], [3.464423, -4.025550, 2.494139], [2.921606, 2.412995, -0.615959], [4.261578, 0.974720, 0.844843], [-1.456177, 1.620135, -1.583326], [2.530643, -2.632148, 0.656564], [-6.350586, 2.833033, -2.123577], [-0.845754, -2.748072, 4.763537], [3.552398, 8.795725, -1.507018], [-4.494831, -0.087192, -4.585323], [-5.510967, 0.075485, -3.464784], [2.940950, 7.049333, -2.380338], [3.590076, -4.083809, 3.934769], [-4.349336, 3.269949, -3.906745], [-0.767407, -0.563882, -0.953555], [3.963220, -6.361102, 2.422662], [-3.916334, 0.288855, 1.698226], [-5.634634, 1.180505, -0.891171], [6.289638, -5.671357, 1.949581], [-4.348401, 4.321862, -4.203673], [-5.990019, 1.048312, -3.485077], [4.771461, -4.124932, 1.866073], [4.543892, 8.265350, -2.796862], [1.010697, -3.800460, 3.420079], [5.593518, -5.177377, 2.625341], [0.303627, 5.512238, -0.895195], [-0.832672, 3.413764, -2.948159], [3.701059, -2.655126, -0.032894], [-3.122262, -3.778269, 5.022306], [-4.161938, -1.124183, -4.621824], [-3.403377, -3.628883, 3.243220], [-2.377622, 3.049521, -4.716834], [-1.959338, -1.458031, 2.290211], [-1.873783, -0.744153, 1.144230], [-5.747169, 3.272513, -0.532040], [-5.214394, 1.102071, 0.112295], [4.412692, -3.448092, 4.284833], [-1.495957, -4.640593, 3.771669], [2.703130, 4.143310, -4.130456], [1.482217, -1.940566, 0.102635], [-4.934204, 0.177600, -5.548677], [2.421816, -3.297249, 1.890022], [0.258460, -1.832121, 0.761676], [2.019923, 0.193875, 2.066600], [-2.684715, -3.768309, 4.036325], [1.123748, 5.684581, -1.576079], [2.478825, 4.909239, -3.403871], [0.267856, 2.900979, -0.878855], [-1.410722, -5.088963, 2.792492], [-4.009900, 3.298595, -2.096654], [-6.682269, 0.875917, -0.860820], [-1.064388, -2.395886, 2.685931], [1.623650, -1.440331, -0.842284], [0.964410, 1.418831, 0.749876], [4.639805, -4.443239, 0.831358]], "atomic_forces_ev_per_a": [[-0.02, 0.00, 0.04], [-0.19, -0.94, 1.02], [-0.55, -0.05, -0.35], [-0.07, 0.04, 0.04], [0.05, -0.13, 0.00], [-0.08, -0.08, -0.02], [0.54, 0.08, -0.45], [0.04, -0.40, 0.10], [0.05, -0.06, 0.01], [0.13, 0.26, -0.18], [-0.02, 0.07, 0.04], [-0.12, -0.61, 0.56], [0.05, 0.12, -0.02], [-0.28, -0.57, 0.18], [-0.45, 0.36, -0.67], [0.00, -0.05, -0.03], [-0.12, 0.13, -0.08], [0.09, 0.16, 0.00], [-0.04, 0.09, -0.12], [1.76, 1.99, -0.96], [0.11, -0.10, -0.08], [-2.55, -0.51, 3.51], [0.09, -0.07, -0.09], [0.44, 0.14, -0.24], [-0.01, -0.53, -0.20], [-0.13, -0.13, 0.04], [0.47, -0.01, 0.12], [0.40, 0.26, -0.06], [0.06, -0.09, 0.33], [2.47, -0.30, 0.59], [-0.45, 0.51, 0.56], [-0.04, 0.09, 0.09], [0.05, -0.01, -0.07], [0.01, 0.04, 0.05], [0.14, -0.19, -0.08], [-0.12, -0.56, 0.69], [0.25, -0.14, 0.16], [-3.24, -3.61, -3.23], [-0.20, 0.08, -0.13], [0.01, 0.04, 0.02], [-0.06, -0.09, 0.00], [0.09, -0.02, -0.07], [0.53, 0.35, 0.15], [0.21, -0.27, 0.68], [-0.15, -0.15, -0.06], [-0.02, -0.05, 0.09], [0.05, 0.30, 0.35], [0.74, -1.89, 0.48], [0.09, -0.12, 0.20], [-0.19, 0.03, 0.22], [0.24, -0.40, -0.12], [-0.08, -0.12, 0.08], [-0.13, -0.11, -0.13], [-0.04, 0.02, -0.08], [0.06, 0.07, -0.26], [-0.03, 0.01, 0.07], [0.00, -0.03, 0.03], [0.47, 0.53, -0.33], [-0.02, 0.04, 0.13], [0.69, 2.59, -1.43], [-0.02, 0.06, 0.08], [0.05, 0.05, 0.08], [-0.04, -0.04, -0.14], [0.04, 0.01, -0.12], [0.04, 0.10, -0.20], [-0.04, 0.13, -0.23], [-0.32, 0.47, -0.18], [-0.18, -0.03, -0.06], [-0.16, 0.03, -0.07], [-0.03, 0.03, 0.00], [0.01, -0.08, 0.00], [0.10, -0.08, -0.06], [0.11, -0.24, 0.20], [0.00, -0.11, -0.01], [-0.45, 0.16, -0.22], [0.28, -0.24, 0.17], [0.16, -0.12, 0.13], [0.01, 0.02, 0.06], [0.00, 0.26, 0.16], [0.05, -0.09, -0.10], [1.49, 3.38, -0.36], [0.00, 0.07, -0.10], [-0.86, -0.15, -0.39], [-0.03, 0.10, 0.14], [-0.38, 0.09, -0.02], [0.00, 0.13, -0.12], [-0.95, 0.05, 0.17], [0.10, 0.04, 0.11]]}



{"formula": "C38H82N4O6", "method": "ωB97M-V/def2-TZVPD", "orbital_gap_ev": 8.51, "e_tot_ev": -58975.7547, "total_charge": 0, "elements": ["H", "H", "H", "N", "H", "H", "C", "C", "H", "H", "O", "C", "H", "C", "C", "C", "H", "H", "H", "H", "C", "H", "C", "C", "H", "C", "C", "C", "C", "C", "C", "H", "H", "C", "H", "H", "C", "C", "C", "H", "C", "H", "H", "H", "H", "C", "H", "H", "N", "C", "H", "H", "H", "H", "H", "H", "H", "C", "H", "H", "H", "H", "H", "H", "H", "H", "C", "H", "H", "H", "C", "H", "H", "H", "C", "C", "C", "H", "H", "H", "N", "H", "H", "H", "H", "H", "C", "H", "C", "H", "C", "C", "H", "C", "H", "N", "H", "H", "C", "C", "O", "C", "H", "H", "H", "O", "H", "H", "H", "H", "O", "H", "H", "H", "H", "H", "H", "H", "C", "H", "C", "H", "H", "H", "H", "O", "H", "O", "H", "H"], "xyz": [[3.180314, 3.645362, 1.305682], [1.623168, 4.525606, 3.080570], [4.677352, 0.051695, 1.275543], [3.901120, 2.872726, 2.904451], [0.775086, -0.896795, -0.825901], [4.058745, 1.213492, -7.235979], [-0.068693, -1.289273, -0.241061], [-2.225189, -2.644465, 4.512465], [2.019378, 0.322600, 1.644930], [1.817701, 1.254074, 4.662406], [0.264323, -2.517331, 0.366362], [-1.108000, -3.351048, 5.317722], [4.584796, 2.405628, 5.378302], [-4.685245, -0.200497, -4.228567], [1.400083, -3.872538, 5.030093], [1.985674, 0.203092, -4.599292], [-2.768900, -2.017120, 5.219762], [-5.518410, -0.307275, -1.368441], [0.197370, -0.881821, 8.478524], [-2.610165, -4.408866, 6.367356], [2.394949, 1.347205, 1.609798], [-8.229055, -1.372232, -2.784108], [3.653377, 1.508546, 2.476613], [2.874734, 1.149518, 4.909281], [-7.094747, -1.695805, -1.408762], [2.256695, 1.935985, -2.795374], [-5.460540, -0.261226, -5.555165], [3.340843, 3.509858, 4.097419], [1.873248, 3.940329, 3.966650], [1.930456, 3.804288, -6.382205], [-7.437988, -2.007003, -2.393991], [2.664564, -2.754850, 6.384214], [-4.989926, -3.336867, -2.096067], [-4.537597, 1.294055, -3.897608], [-5.978979, -4.210625, -3.248045], [-0.017522, 1.581270, -4.738081], [-6.264757, -2.084835, -3.381799], [4.189358, 4.725286, 4.423527], [2.101206, 1.698241, -4.294735], [-4.968737, -2.335229, -5.678933], [3.620158, 0.580907, 3.689698], [1.627729, 1.927361, 2.141063], [-1.999358, -5.352199, 5.041058], [-0.417897, -0.476619, 0.405039], [-1.079671, -5.203577, 6.571001], [-5.835885, -1.697181, -5.859621], [-5.486839, 1.614589, -3.469642], [0.773170, -0.264877, 6.988777], [-0.678792, -2.495970, 6.405093], [-6.855651, -2.153374, -4.806850], [-6.360020, 0.346360, -5.431203], [1.838757, -1.814008, 5.173438], [-2.727801, -0.754963, -3.462352], [5.020645, 1.770718, 0.827142], [-1.828155, -2.055479, 3.688737], [-3.286887, -1.833882, -4.708221], [1.629640, 4.589314, 4.817309], [4.867619, 1.063867, 1.643381], [3.977883, 5.579266, 3.775136], [-1.306659, -0.601296, -1.822319], [2.913163, -0.337546, -4.385750], [2.308117, 1.254254, -7.476617], [-2.958571, -3.342753, 4.108491], [1.885365, 4.296331, -7.357011], [3.405335, 2.287973, -8.402916], [0.655147, -4.543555, 7.673399], [-3.300500, -0.792196, -4.388816], [0.365650, 3.020512, -3.935733], [3.016059, -0.289565, 3.412930], [4.461035, 4.600323, -5.667471], [-5.386451, -3.302968, -3.111219], [-1.066592, -2.353089, -1.836533], [3.915695, 5.117140, 5.409887], [-3.744898, 1.481280, -3.164732], [0.822563, -3.539332, 8.046937], [1.692790, -2.624272, 5.896588], [-1.229618, -1.489919, -1.182377], [5.807032, 1.024961, 2.195855], [-4.829431, 0.132535, -6.352995], [-7.733965, -1.506113, -4.850579], [3.209968, 2.353305, -4.973189], [1.928578, -1.064857, 8.077848], [1.161971, 3.118266, 4.060579], [0.195970, -3.368258, 8.922729], [2.174657, 2.983223, -2.499113], [-4.222481, 1.891425, -4.753714], [0.674804, 2.998116, -6.104087], [4.608228, 0.271454, 4.020012], [-1.688185, -4.676540, 5.838097], [-3.152151, -1.175352, -0.967893], [3.189063, 2.938752, -6.316233], [4.395206, 3.840285, -6.449930], [1.424784, -4.711043, 5.724039], [3.501261, 2.503198, 5.225906], [1.798214, 0.005951, -5.656472], [-5.539674, -0.793912, -3.213860], [-0.214597, -4.509085, 3.798117], [3.012120, 0.455068, 5.736757], [0.663041, -2.427227, 6.980691], [3.199957, 1.871104, -7.411516], [-4.887447, -0.742914, -1.949859], [0.914349, -1.101176, 7.685153], [-2.717830, -0.227022, -5.120915], [4.442992, 4.274691, -7.450123], [1.995359, 4.570703, -5.603447], [-1.688250, -2.274621, 7.368004], [-7.133017, -3.179136, -5.053589], [0.175569, -2.811297, 3.641811], [4.802296, 2.230115, -3.967294], [-4.540675, -3.338766, -3.795746], [4.441709, 1.706967, -4.689966], [-0.192522, 3.660965, -6.136703], [2.420285, 1.649896, 0.563857], [1.839251, -3.452796, 8.453829], [-7.877720, -3.000302, -2.252572], [1.607828, 1.351285, -2.139626], [-1.913555, -1.343645, 7.269005], [0.549528, -2.382353, 1.273260], [0.056580, -3.616150, 4.371341], [5.256034, 4.515259, 4.395916], [0.754925, 2.362289, -4.715722], [5.351478, 3.322961, -6.319036], [1.201627, -0.254981, -3.994343], [3.166763, 2.838180, 6.213838], [2.196157, -3.928405, 4.288812], [3.982682, 3.782571, 1.831441], [0.515268, 2.235944, -6.868581], [-2.439129, -1.549146, -0.433780], [-6.166666, -1.848454, -6.885340], [3.275394, 1.639402, -2.513955]], "atomic_forces_ev_per_a": [[-0.12, 0.21, -0.01], [0.29, -0.13, -0.17], [0.02, 0.11, -0.26], [0.85, 0.28, 0.47], [0.10, -0.12, 0.09], [-0.18, -0.08, 0.15], [-0.27, 0.40, -0.85], [-0.11, -0.04, 0.56], [0.24, -0.07, -0.19], [-0.10, -0.08, 0.27], [-0.02, 0.05, 0.34], [-0.19, -0.62, -0.28], [-0.05, -0.35, -0.16], [0.06, 0.83, -0.64], [0.04, 1.39, 1.01], [0.68, -0.55, 0.00], [-0.08, 0.14, -0.24], [0.02, 0.14, -0.06], [0.15, -0.42, 0.21], [0.08, -0.15, 0.06], [-1.11, 0.18, 1.14], [0.10, 0.31, 0.19], [1.29, -0.38, -0.63], [1.02, 0.43, -0.67], [-0.14, 0.13, 0.01], [1.17, -0.26, 0.67], [0.25, -0.57, 0.11], [-0.59, -0.07, -0.18], [-0.51, 0.32, 0.68], [-0.19, -0.07, 0.02], [0.10, -0.89, 0.00], [-0.03, 0.08, 0.05], [-0.03, 0.23, 0.00], [0.47, -0.08, 0.66], [0.04, 0.01, -0.06], [0.24, -0.15, 0.24], [0.03, 0.35, 0.10], [-0.26, 1.00, 0.22], [-1.27, 0.18, -0.44], [0.15, 0.01, -0.53], [-1.60, -0.22, 0.72], [-0.22, 0.00, -0.44], [0.27, 0.03, -0.12], [0.32, -0.33, 0.58], [0.28, 0.01, -0.21], [-0.17, -0.22, 0.85], [0.03, 0.38, -0.23], [0.28, -0.15, -0.15], [0.31, 1.92, -0.65], [0.48, 0.28, -0.52], [0.01, 0.10, -0.26], [-0.47, 0.46, 0.44], [-0.16, 0.06, 0.11], [-0.07, -0.25, -0.19], [0.00, 0.18, 0.09], [-0.09, 0.02, -0.05], [0.09, 0.01, -0.08], [-0.01, 0.01, -0.28], [0.13, -0.28, -0.33], [0.38, -0.04, -0.10], [0.00, 0.20, 0.17], [-0.10, 0.09, 0.13], [0.16, -0.14, -0.08], [0.02, 0.01, 0.02], [-0.28, 0.21, 0.07], [0.03, -0.04, -0.04], [0.74, -0.46, 0.08], [0.49, 0.43, -0.13], [0.60, -0.30, -0.23], [-0.56, 0.22, -0.19], [-0.01, -0.27, 0.09], [-0.14, -0.17, 0.19], [0.13, -0.34, 0.11], [-0.21, -0.22, 0.19], [0.85, 0.51, 0.54], [0.93, -0.88, -0.89], [-0.43, 0.68, -0.19], [-0.19, 0.15, 0.32], [-0.04, 0.27, 0.10], [-0.09, -0.12, -0.08], [0.26, 0.97, 0.75], [0.01, -0.01, 0.07], [0.12, -0.11, -0.26], [-0.38, 0.03, -0.28], [-0.17, 0.07, -0.34], [-0.39, -0.11, -0.24], [0.24, 0.27, 0.19], [0.17, 0.04, -0.25], [-0.86, 0.20, 0.53], [-0.04, -0.22, -0.08], [-0.47, -0.40, 0.26], [1.22, 0.02, 0.00], [-0.12, -0.45, -0.49], [0.31, -0.49, 0.79], [-0.27, 0.18, 0.03], [-0.74, 0.12, -0.03], [-0.12, 0.18, -0.17], [-0.27, 0.02, 0.10], [-0.71, -0.96, 0.85], [0.94, -0.23, -0.44], [0.20, -0.25, -0.03], [-0.64, 0.83, -0.47], [-0.14, 0.07, -0.05], [-0.20, 0.26, 0.13], [0.17, 0.10, -0.13], [0.10, -0.37, 0.08], [-0.29, -0.02, 0.36], [-0.02, 0.19, 0.16], [0.14, 0.03, -0.06], [0.01, -0.07, -0.02], [-0.27, -0.28, -0.18], [-0.06, -0.07, -0.03], [0.39, 0.16, 0.04], [0.00, -0.34, -0.16], [0.04, 0.02, -0.07], [-0.29, -0.08, -0.37], [-0.02, 0.00, -0.03], [-0.01, 0.06, 0.00], [0.36, -1.10, -0.41], [0.00, -0.13, -0.02], [-0.89, -0.63, -0.26], [-0.28, -0.41, -0.21], [-0.09, 0.05, -0.09], [-0.38, 0.53, -0.36], [-0.05, -0.44, -0.04], [-0.23, -0.31, -0.17], [0.05, -0.01, -0.01], [0.11, -0.33, 0.01], [-0.18, 0.00, 0.03], [-0.13, -0.10, 0.09]]}



The records above give, respectively, relative energy (zero: lowest compared OMol25 entry of this formula, charge and spin) values of 3.3498, 0.0000 eV.
The records above give, respectively, LUMO energy values of -0.117, 0.016 Eh.